1.
89
Properties=species:S:1:pos:R:3:forces:R:3 method="wB97M-V/def2-TZVPD" total_charge=+2 homo_lumo_gap_ev="7.4 / 6.5" fmax_ev_per_a=0.747 e_lumo_ev="-6.265 / -7.129" multiplicity=4 relative_energy_kj_mol=0.0 s_squared=3.780 homo_ev="-13.643 / -13.607"
Tc -0.4384 -0.1008 0.4797 -0.13 0.21 0.46
C -1.3388 -2.7141 4.6097 0.01 0.01 0.01
N -0.6070 -3.4919 3.6082 -0.06 0.01 0.06
C 0.1734 -4.5909 3.8833 0.01 0.03 -0.05
C 0.6756 -5.0209 2.7122 -0.03 0.01 -0.01
N 0.1900 -4.1834 1.7176 0.10 -0.12 0.04
C -0.5996 -3.2415 2.2881 0.23 0.08 -0.07
S -1.5220 -1.9381 1.6495 -0.09 0.18 -0.07
C 0.4219 -4.4249 0.3179 0.06 0.03 -0.02
C 1.5421 -5.1475 -0.0756 0.01 0.12 0.05
C 1.6728 -5.4350 -1.4223 -0.03 0.01 -0.06
C 0.6973 -4.9969 -2.3072 0.07 -0.01 0.05
C -0.3593 -4.2637 -1.7973 0.01 0.05 -0.03
N -0.4948 -3.9701 -0.5044 -0.14 -0.09 -0.04
H -1.2631 -3.2377 5.5580 0.01 0.01 0.00
H -2.3822 -2.6256 4.3204 0.00 -0.01 0.01
H -0.9052 -1.7197 4.6971 -0.02 0.00 -0.01
H 0.2956 -4.9761 4.8790 -0.02 -0.01 0.03
H 1.2986 -5.8686 2.5065 0.01 -0.05 -0.06
H 2.2987 -5.4677 0.6235 0.01 -0.01 0.07
H 2.5255 -6.0007 -1.7718 0.00 -0.01 -0.01
H 0.7540 -5.2239 -3.3619 -0.01 0.00 -0.03
H -1.1481 -3.9040 -2.4472 -0.04 0.02 -0.04
C 2.7304 -0.3160 3.4863 -0.01 0.00 -0.02
C 3.5558 0.7278 3.0900 0.00 0.00 0.00
C 3.2293 1.4865 1.9771 -0.01 -0.01 -0.05
C 2.0681 1.2081 1.2599 0.05 0.00 -0.03
C 1.2241 0.1673 1.6645 -0.24 -0.21 0.01
C 1.5713 -0.6002 2.7725 0.10 0.10 -0.01
C 1.6207 2.0041 0.1062 -0.06 -0.06 0.05
C 2.4017 3.0210 -0.4639 0.02 0.01 -0.04
C 1.8913 3.7666 -1.4845 0.03 -0.04 0.00
C 0.5685 3.5563 -1.9187 0.00 0.02 0.00
C -0.0279 4.3820 -2.8983 -0.01 -0.02 -0.03
C -1.3345 4.2072 -3.2488 0.02 -0.02 0.01
C -2.0876 3.1974 -2.6216 0.01 0.03 0.02
C -1.5266 2.3648 -1.6920 -0.16 0.07 0.12
C -0.1827 2.5197 -1.3169 0.20 -0.06 -0.06
N 0.3998 1.7083 -0.3566 -0.07 0.18 0.13
H 2.9847 -0.9035 4.3587 0.01 -0.01 0.01
H 4.4508 0.9563 3.6517 0.01 -0.01 0.00
H 3.8779 2.3006 1.6861 0.01 0.02 0.02
H 0.9376 -1.4120 3.0986 -0.02 0.01 0.03
H 3.4018 3.1972 -0.1001 -0.01 0.01 0.01
H 2.4874 4.5387 -1.9547 -0.01 0.03 0.02
H 0.5676 5.1674 -3.3450 0.01 0.02 0.01
H -1.8010 4.8595 -3.9727 -0.01 0.00 -0.02
H -3.1411 3.1007 -2.8455 -0.03 0.01 -0.01
H -2.1552 1.6674 -1.1654 0.04 0.15 0.02
O 2.0440 -2.3415 -5.8705 0.31 0.03 0.18
N 1.2136 -1.4571 -5.8874 -0.55 -0.48 -0.15
O 0.8678 -0.8296 -6.8549 0.12 0.28 -0.08
C 0.4485 -1.2329 -4.6419 0.14 0.18 0.12
C -0.8642 -0.9736 -4.7863 -0.01 0.00 0.00
C -1.6913 -0.7941 -3.6321 0.03 -0.05 -0.02
C -3.0888 -0.6375 -3.6952 0.02 0.02 -0.01
C -3.8057 -0.5165 -2.5324 0.00 -0.03 0.02
C -3.1219 -0.5015 -1.3120 -0.03 -0.07 0.04
N -1.8070 -0.6125 -1.2388 0.10 0.06 -0.04
C -1.0946 -0.7886 -2.3738 0.01 -0.08 0.05
C 0.3175 -1.0323 -2.2349 -0.07 0.00 0.04
N 0.8228 -1.0339 -0.9662 0.09 -0.22 -0.21
C 2.0855 -1.3966 -0.7871 0.00 -0.01 -0.02
C 2.9274 -1.7115 -1.8522 0.00 -0.01 -0.02
C 2.4576 -1.6419 -3.1376 -0.03 0.01 -0.04
C 1.1032 -1.3121 -3.3583 -0.05 -0.01 -0.01
H -1.2922 -0.9146 -5.7786 0.00 -0.01 0.01
H -3.5850 -0.6271 -4.6570 -0.01 -0.01 -0.02
H -4.8816 -0.4206 -2.5409 -0.01 0.01 0.01
H -3.6493 -0.3697 -0.3751 -0.01 0.05 0.02
H 2.4470 -1.4178 0.2311 0.00 0.02 0.01
H 3.9508 -1.9910 -1.6485 0.01 0.00 -0.01
H 3.1051 -1.8632 -3.9718 0.00 0.00 -0.02
O -2.9366 4.9809 0.3302 -0.05 -0.05 0.02
S -3.3290 4.2544 1.5019 0.01 0.19 -0.11
O -4.6007 4.4763 2.1001 0.02 -0.06 0.06
N -3.1306 2.6282 1.1561 0.12 -0.15 -0.21
C -2.0789 2.1903 1.7364 -0.04 0.11 -0.09
O -1.6520 0.9577 1.5510 0.00 -0.40 -0.06
C -1.3647 3.1021 2.6614 0.01 -0.01 0.02
C -0.2508 2.8701 3.4480 0.02 0.00 0.01
C 0.1965 3.9083 4.2583 -0.03 0.01 -0.02
C -0.4646 5.1326 4.2822 -0.01 -0.01 0.00
C -1.5856 5.3626 3.4882 0.00 0.00 0.01
C -2.0065 4.3283 2.6837 0.04 -0.04 -0.01
H 0.2462 1.9082 3.4410 -0.01 0.02 0.03
H 1.0635 3.7616 4.8877 0.01 0.00 0.03
H -0.1079 5.9177 4.9345 0.01 0.01 0.00
H -2.1068 6.3091 3.5123 0.00 0.02 -0.02

---

2.
15
Properties=species:S:1:pos:R:3:forces:R:3 method="wB97M-V/def2-TZVPD" total_charge=0 homo_lumo_gap_ev=9.2 fmax_ev_per_a=0.301 e_lumo_ev=0.446 relative_energy_kj_mol=417.4 homo_ev=-8.756
C 1.8947 -0.0247 -0.3407 -0.10 -0.09 0.02
C 0.7611 -0.8109 -0.2361 0.20 -0.10 -0.04
C -0.7823 0.5090 -0.2182 -0.18 0.11 -0.05
C -1.9429 -0.4596 -0.3019 0.01 -0.07 0.04
O -0.6692 1.2421 0.8059 0.17 -0.01 -0.25
H 1.5232 1.4105 0.4148 0.08 0.05 0.03
H 2.1699 0.3836 -1.3124 -0.01 -0.05 0.19
H 2.6946 -0.0453 0.3919 -0.18 0.01 -0.04
H 0.3736 -1.2795 -1.1347 0.03 0.16 0.06
H 0.6047 -1.3612 0.6909 -0.03 0.06 -0.19
H -0.5091 0.9563 -1.1964 -0.05 -0.05 0.12
H -1.8660 -1.0982 -1.1878 0.00 0.08 0.17
H -2.0282 -1.0745 0.5970 0.05 0.09 -0.08
H -2.8559 0.1399 -0.3941 0.11 -0.10 0.05
H 0.7538 1.5757 0.7356 -0.11 -0.09 -0.02

---

3.
42
Properties=species:S:1:pos:R:3:forces:R:3 method="wB97M-V/def2-TZVPD" total_charge=-2 homo_lumo_gap_ev="7.1 / 6.0" fmax_ev_per_a=4.836 e_lumo_ev="3.785 / 2.743" multiplicity=7 s_squared=12.211 homo_ev="-3.324 / -3.249"
Co -1.6637 -0.3288 -2.1906 1.66 2.72 0.69
Co -1.5632 1.2296 1.3938 -0.33 2.91 -1.23
In 1.1519 2.6687 -1.3711 -0.81 -0.30 0.12
P -0.1087 -0.4399 0.0883 1.34 4.43 -1.39
O -0.4064 -1.4094 -1.0919 0.00 -2.58 0.04
O -0.9191 0.7535 -0.4857 -1.72 0.46 -1.05
O 1.3126 0.1109 0.1172 0.06 -2.17 0.54
O -0.7484 -0.5816 1.4816 0.23 -1.33 0.38
P -1.3849 2.0038 -3.5866 0.44 1.02 2.34
O -0.3378 0.9000 -3.1991 0.37 -0.47 -1.52
O -2.1238 2.0278 -4.9483 1.08 -0.13 0.48
O -0.9993 3.3007 -2.8766 0.05 -1.01 -1.68
O -2.5797 1.3436 -2.8140 -2.34 -0.99 0.21
P -1.1183 3.8511 1.1930 -1.77 -1.47 0.85
O -1.3400 4.8598 2.3068 0.47 -0.44 -1.29
O -0.1563 2.6781 1.4674 1.13 -0.80 0.95
O -0.7433 4.5149 -0.1514 0.18 0.91 -0.08
O -2.3791 2.9603 0.8340 0.07 0.02 1.01
O 3.3390 -2.2582 0.0257 -0.01 -0.17 0.03
H 2.8658 -2.1774 -0.8207 0.26 -0.12 0.17
H 2.8509 -1.6893 0.6300 0.03 0.15 0.02
O 0.5331 -1.1965 3.7215 -0.08 -0.15 0.19
H 0.0576 -0.9453 2.8988 0.27 -0.15 0.36
H 1.4565 -0.9912 3.5331 0.03 0.09 -0.13
O 1.9886 -1.9794 -2.3525 -0.33 -0.22 -0.10
H 1.1413 -1.9142 -1.8595 0.16 0.39 -0.24
H 1.7247 -2.2918 -3.2209 0.11 0.00 -0.06
O -0.1851 -3.7276 0.1143 -0.10 -0.03 -0.16
H -0.2391 -2.9263 -0.4710 -0.01 -0.54 0.40
H 0.4099 -3.4756 0.8297 0.09 -0.05 -0.04
O -3.3767 0.3896 1.1515 -0.76 -0.11 0.31
H -3.6902 -0.4712 0.8495 0.49 -0.27 0.08
H -3.9315 0.6094 1.9071 -0.10 0.13 -0.08
O 3.5019 0.7131 -1.5002 0.48 0.24 -0.16
H 3.1341 0.1705 -0.7902 -0.29 0.05 0.03
H 3.7213 0.0837 -2.1913 -0.15 -0.12 -0.01
O -2.4427 -2.6948 1.6152 -0.67 0.15 -0.02
H -1.8572 -3.2468 1.0762 0.18 0.06 0.01
H -1.9695 -1.8425 1.6842 0.20 -0.37 0.01
O 2.7160 0.3076 2.3979 0.06 -0.27 0.35
H 2.1082 0.1862 1.6339 0.08 0.36 -0.19
H 2.2505 0.9249 2.9708 -0.04 0.16 -0.13

---

4.
19
Properties=species:S:1:pos:R:3:forces:R:3 method="wB97M-V/def2-TZVPD" total_charge=0 homo_lumo_gap_ev=9.2 fmax_ev_per_a=2.324 e_lumo_ev=0.656 relative_energy_kj_mol=206.4 homo_ev=-8.571
C 0.1982 -0.0471 0.8960 -1.17 -1.55 1.15
C 1.6368 -0.4137 1.2544 -0.26 0.15 0.02
N -0.7212 -0.9867 1.6572 1.14 0.63 -0.28
C -0.0158 -0.1343 -0.5823 0.79 1.97 -0.95
N -2.1078 -0.7566 1.5199 -0.27 0.25 -0.30
C 0.5220 1.1137 -1.3132 -0.59 -1.09 -0.06
C 0.0687 1.5122 -2.4939 0.09 -0.07 0.12
N -0.5685 -1.1343 -1.1073 -0.49 -0.48 0.13
H -0.5527 -1.9342 1.3256 -0.01 0.22 0.07
H -0.0405 0.9647 1.2486 0.07 -0.11 -0.11
H -2.3302 0.1351 1.9544 0.03 -0.23 -0.02
H -2.3999 -0.7272 0.5391 0.18 0.09 0.17
H -0.6852 -1.0943 -2.1172 0.32 0.22 -0.03
H 1.3002 1.6737 -0.8095 0.00 0.00 0.08
H 2.3361 0.3143 0.8506 0.14 0.00 -0.02
H 1.8810 -1.3955 0.8554 0.04 -0.09 -0.07
H 1.7336 -0.4495 2.3362 0.04 0.06 0.06
H -0.7216 0.9853 -3.0099 -0.11 -0.11 0.00
H 0.4669 2.3746 -3.0043 0.06 0.15 0.03

---

no.,molecular weight (u)
1,900.90
2,74.12
3,661.71
4,113.16